1.
Density functional theory data (ωB97M-V/def2-TZVPD) for a cluster of 2 separate species, C10H10N2O2 in total.

- SMILES: O=c1cc[nH]c(=O)[nH]1.c1ccccc1
- Energy above the lowest of the compared OMol25 structures with the same formula, charge and spin: 51.1 kcal/mol
- Orbital gap: 8.80 eV
- Calculated total energy: -17606.3242 eV
- Lowest unoccupied orbital energy: 0.40 eV
- E_HOMO: -0.30902 hartree

Geometry (Å):
O (-3.988, -1.749, 0.272)
C (-3.377, -0.698, 0.061)
C (-3.818, 0.669, -0.159)
C (-2.963, 1.687, -0.183)
N (-1.625, 1.563, -0.161)
C (-1.043, 0.276, -0.037)
O (0.190, 0.139, -0.027)
N (-1.924, -0.764, -0.007)
H (-4.849, 0.783, -0.265)
H (-3.354, 2.685, -0.333)
H (-0.909, 2.330, -0.114)
H (-1.603, -1.707, 0.111)
C (2.570, -0.862, -1.040)
C (2.038, -0.897, 0.197)
C (2.559, -0.239, 1.308)
C (3.783, 0.491, 1.102)
C (4.307, 0.565, -0.171)
C (3.727, -0.167, -1.195)
H (2.227, -1.720, -1.771)
H (1.210, -1.492, 0.469)
H (2.067, -0.422, 2.300)
H (4.086, 1.035, 2.025)
H (5.243, 1.151, -0.409)
H (4.411, -0.286, -2.102)

2.
Density functional theory data (ωB97M-V/def2-TZVPD) for a cluster of 34 separate species, H68O34 in total.

- Energy above the lowest of the compared OMol25 structures with the same formula, charge and spin: 103.6 kcal/mol
- Orbital gap: 8.42 eV
- Calculated total energy: -70722.1224 eV
- Lowest unoccupied orbital energy: -1.28 eV
- E_HOMO: -0.35658 hartree

Geometry (Å):
O (34.866, 3.194, 1.673)
H (35.040, 2.395, 1.176)
H (35.395, 3.103, 2.466)
O (36.248, 5.712, -0.566)
H (36.912, 5.849, -1.242)
H (36.326, 4.786, -0.336)
O (36.771, 0.041, -4.891)
H (36.275, -0.759, -5.066)
H (36.920, 0.424, -5.755)
O (36.603, 4.429, -5.816)
H (36.302, 3.809, -5.152)
H (37.507, 4.624, -5.569)
O (29.628, 3.491, -3.609)
H (29.860, 2.924, -2.873)
H (30.440, 3.582, -4.108)
O (33.310, 5.408, 2.044)
H (33.625, 4.507, 1.969)
H (32.454, 5.329, 2.463)
O (34.416, 7.008, -3.648)
H (35.045, 7.716, -3.783)
H (34.221, 7.035, -2.711)
O (32.617, -0.187, -4.651)
H (32.669, -0.765, -5.412)
H (32.321, 0.651, -5.005)
O (37.338, 1.764, -1.096)
H (37.211, 1.456, -1.993)
H (37.575, 2.687, -1.191)
O (34.042, 7.207, -0.808)
H (34.769, 6.636, -0.561)
H (34.348, 8.089, -0.597)
O (33.229, 4.304, -5.153)
H (32.856, 5.181, -5.071)
H (34.159, 4.453, -5.322)
O (33.533, 7.211, -6.278)
H (34.244, 7.297, -6.913)
H (33.964, 7.269, -5.425)
O (31.129, 8.442, -0.182)
H (31.778, 9.045, -0.545)
H (31.589, 7.606, -0.116)
O (29.133, -1.134, -0.956)
H (29.165, -0.867, -1.874)
H (29.976, -1.560, -0.801)
O (35.407, 2.279, -4.395)
H (35.212, 2.044, -3.487)
H (35.852, 1.511, -4.751)
O (33.712, -2.120, -0.690)
H (34.400, -2.114, -0.025)
H (33.798, -1.276, -1.133)
O (31.749, 8.180, -4.373)
H (31.705, 7.433, -3.776)
H (32.010, 7.802, -5.212)
O (35.212, 0.615, 0.335)
H (34.749, 0.355, -0.462)
H (36.128, 0.687, 0.068)
O (28.557, 5.599, -1.541)
H (27.778, 5.156, -1.879)
H (28.456, 5.570, -0.590)
O (36.257, 2.193, -7.736)
H (36.588, 2.737, -7.021)
H (36.686, 2.539, -8.519)
O (32.632, 2.591, -2.831)
H (33.027, 2.913, -3.641)
H (32.855, 3.252, -2.175)
O (27.124, 1.871, -3.931)
H (27.400, 1.010, -4.244)
H (27.935, 2.376, -3.869)
O (33.618, 0.165, -2.079)
H (33.432, 1.102, -2.132)
H (33.442, -0.165, -2.960)
O (28.736, 5.265, 1.457)
H (29.209, 4.732, 0.817)
H (27.866, 4.869, 1.501)
O (33.239, 0.327, 2.026)
H (32.601, 0.626, 1.378)
H (34.067, 0.290, 1.547)
O (31.989, 2.025, -5.933)
H (32.222, 2.919, -5.684)
H (32.618, 1.794, -6.617)
O (31.360, 0.886, 0.353)
H (31.369, 0.663, -0.578)
H (30.443, 1.083, 0.543)
O (34.913, 5.071, -8.039)
H (35.644, 4.861, -7.458)
H (34.132, 4.936, -7.502)
O (27.924, 5.778, -4.438)
H (27.171, 5.653, -3.860)
H (28.576, 5.154, -4.122)
O (32.946, 4.443, -0.859)
H (33.653, 5.086, -0.803)
H (32.908, 4.052, 0.014)
O (31.352, 3.598, 2.399)
H (31.650, 2.952, 1.758)
H (30.410, 3.446, 2.474)
O (33.850, 1.024, -8.034)
H (33.836, 1.048, -8.991)
H (34.704, 1.386, -7.797)
O (31.272, 5.981, -2.725)
H (31.778, 5.506, -2.066)
H (30.376, 5.663, -2.616)
O (30.340, 0.803, -2.543)
H (29.907, 0.096, -3.021)
H (31.189, 0.900, -2.975)

3.
Density functional theory data (ωB97M-V/def2-TZVPD) for a structure of composition C4H4N2O.

- Energy above the lowest of the compared OMol25 structures with the same formula, charge and spin: 49.9 kcal/mol
- Orbital gap: 10.89 eV
- Calculated total energy: -9238.3250 eV
- Lowest unoccupied orbital energy: 0.57 eV
- E_HOMO: -0.37920 hartree

Geometry (Å):
C (-0.999, -1.979, -1.060)
C (0.132, 0.026, 0.741)
C (0.109, -0.079, -0.726)
C (0.641, 1.491, 0.423)
N (-1.478, -2.958, -0.693)
N (-0.411, -0.902, -1.488)
O (0.693, 1.084, -0.965)
H (-0.872, -0.255, 1.193)
H (0.839, -0.520, 1.284)
H (-0.159, 2.285, 0.367)
H (1.506, 1.808, 0.927)

4.
Density functional theory data (ωB97M-V/def2-TZVPD) for a cluster of 11 separate species, C22H44Br22 in total.

- SMILES: BrCCBr.BrCCBr.BrCCBr.BrCCBr.BrCCBr.BrCCBr.BrCCBr.BrCCBr.BrCCBr.BrCCBr.BrCCBr
- Energy above the lowest of the compared OMol25 structures with the same formula, charge and spin: 95.2 kcal/mol
- Orbital gap: 10.10 eV
- Calculated total energy: -1564461.0813 eV
- Lowest unoccupied orbital energy: -0.05 eV
- E_HOMO: -0.37315 hartree

Geometry (Å):
Br (17.746, -18.209, -28.345)
C (16.557, -17.004, -27.281)
C (15.156, -16.815, -27.881)
Br (13.970, -15.686, -26.654)
H (16.953, -16.007, -27.092)
H (16.568, -17.442, -26.283)
H (14.628, -17.757, -28.029)
H (15.212, -16.288, -28.833)
Br (10.162, -16.447, -17.491)
C (8.810, -17.124, -18.794)
C (8.092, -15.920, -19.421)
Br (9.301, -15.194, -20.940)
H (8.118, -17.680, -18.161)
H (9.221, -17.850, -19.496)
H (7.953, -15.137, -18.675)
H (7.154, -16.167, -19.917)
Br (4.474, -10.707, -35.232)
C (3.263, -12.096, -34.552)
C (2.601, -11.600, -33.385)
Br (3.950, -11.551, -31.808)
H (3.794, -13.023, -34.333)
H (2.505, -12.252, -35.319)
H (1.830, -12.321, -33.111)
H (2.226, -10.586, -33.521)
Br (6.706, -21.146, -22.301)
C (7.965, -21.332, -23.839)
C (8.242, -19.998, -24.447)
Br (9.434, -20.338, -25.955)
H (7.449, -22.022, -24.506)
H (8.867, -21.786, -23.429)
H (8.785, -19.377, -23.734)
H (7.399, -19.407, -24.804)
Br (7.904, -3.055, -23.972)
C (8.201, -2.806, -25.894)
C (8.526, -1.270, -26.247)
Br (8.549, -0.911, -28.153)
H (7.343, -3.217, -26.425)
H (9.064, -3.389, -26.217)
H (9.550, -1.034, -25.959)
H (7.776, -0.599, -25.828)
Br (11.302, -11.791, -32.733)
C (12.926, -12.458, -31.810)
C (14.087, -11.761, -32.695)
Br (15.827, -12.728, -32.649)
H (12.939, -13.547, -31.831)
H (12.923, -12.093, -30.782)
H (14.344, -10.795, -32.262)
H (13.862, -11.596, -33.749)
Br (14.593, -5.068, -28.101)
C (15.876, -6.491, -27.444)
C (15.361, -7.884, -27.824)
Br (16.855, -9.160, -27.805)
H (16.113, -6.499, -26.380)
H (16.852, -6.375, -27.917)
H (14.742, -7.887, -28.721)
H (14.651, -8.249, -27.081)
Br (7.298, -4.788, -32.489)
C (9.018, -5.744, -32.239)
C (9.807, -5.671, -33.539)
Br (11.707, -6.051, -33.259)
H (8.859, -6.680, -31.702)
H (9.486, -5.152, -31.452)
H (9.826, -4.670, -33.970)
H (9.299, -6.313, -34.259)
Br (7.353, -13.543, -26.661)
C (7.619, -11.645, -26.210)
C (8.728, -11.021, -27.060)
Br (9.227, -9.182, -26.619)
H (7.752, -11.464, -25.143)
H (6.697, -11.184, -26.565)
H (8.492, -10.975, -28.123)
H (9.641, -11.616, -27.067)
Br (8.851, -8.722, -20.216)
C (10.637, -8.997, -21.000)
C (11.296, -7.646, -21.052)
Br (13.067, -7.658, -21.902)
H (10.670, -9.558, -21.934)
H (11.199, -9.572, -20.265)
H (11.398, -7.187, -20.069)
H (10.674, -7.066, -21.734)
Br (1.118, -16.599, -24.834)
C (1.850, -14.832, -24.263)
C (2.562, -15.112, -22.938)
Br (3.543, -13.591, -22.414)
H (1.107, -14.038, -24.188)
H (2.526, -14.623, -25.093)
H (3.245, -15.961, -22.917)
H (1.824, -15.139, -22.136)

5.
Density functional theory data (ωB97M-V/def2-TZVPD) for an isolated molecule of C6H10O2.

- SMILES: C[C@@H]1C[C@@]1(C)C(=O)O
- Energy above the lowest of the compared OMol25 structures with the same formula, charge and spin: 20.1 kcal/mol
- Orbital gap: 10.89 eV
- Calculated total energy: -10478.2999 eV
- Lowest unoccupied orbital energy: 0.79 eV
- E_HOMO: -0.37109 hartree

Geometry (Å):
C (1.606, -1.560, -0.610)
C (0.991, -0.474, 0.189)
C (-0.065, -0.569, 1.320)
C (-0.377, 0.275, 0.047)
C (-1.612, -0.049, -0.756)
C (-0.130, 1.656, 0.365)
O (0.792, 2.052, 0.992)
O (-1.032, 2.468, -0.220)
H (0.917, -2.406, -0.884)
H (2.059, -1.202, -1.581)
H (2.417, -2.048, -0.094)
H (1.741, 0.244, 0.578)
H (-0.677, -1.457, 1.411)
H (0.110, 0.145, 2.215)
H (-1.410, 0.226, -1.833)
H (-1.922, -1.115, -0.773)
H (-2.526, 0.455, -0.465)
H (-0.880, 3.358, 0.099)

6.
Density functional theory data (ωB97M-V/def2-TZVPD) for the ion C5H12N3 with charge +1.

- SMILES: [H]/N=N/C(=[NH+]\C)C(C)C
- Energy above the lowest of the compared OMol25 structures with the same formula, charge and spin: 95.2 kcal/mol
- Total charge: +1
- Orbital gap: 9.71 eV
- Calculated total energy: -9840.0815 eV
- Lowest unoccupied orbital energy: -4.31 eV
- E_HOMO: -0.51509 hartree

Geometry (Å):
H (1.154, 3.176, 0.425)
N (0.881, 2.232, -0.111)
N (0.525, 1.387, 0.697)
C (0.297, -0.095, 0.050)
N (1.364, -0.746, -0.054)
C (2.705, -0.225, -0.236)
C (-1.108, -0.684, -0.025)
C (-1.815, -0.517, 1.299)
C (-1.799, 0.006, -1.200)
H (1.386, -1.826, -0.207)
H (3.280, 0.055, 0.729)
H (2.795, 0.822, -0.746)
H (3.318, -0.959, -0.796)
H (-0.895, -1.754, -0.244)
H (-2.813, -0.389, 1.031)
H (-1.481, 0.331, 2.012)
H (-1.645, -1.384, 1.821)
H (-1.316, -0.309, -2.106)
H (-1.945, 1.127, -1.081)
H (-2.890, -0.247, -1.257)

7.
Density functional theory data (ωB97M-V/def2-TZVPD) for a structure of composition C34H35F9IrN9O5.

- Total charge: +1
- Orbital gap (alpha / beta): 5.66 / 5.64 eV
- Calculated total energy: -86755.6288 eV
- Lowest unoccupied orbital energy (alpha / beta): -4.61 / -4.62 eV
- E_HOMO (alpha / beta): -0.37742 / -0.37702 hartree
- Multiplicity: 2

Geometry (Å):
Ir (0.347, -1.110, 0.103)
C (3.617, -2.610, -0.728)
N (4.035, -1.624, 0.241)
C (4.733, -2.176, 1.382)
C (3.593, -0.357, 0.187)
N (2.456, -0.099, -0.482)
C (2.197, 1.127, -1.029)
C (3.126, 2.099, -1.437)
C (2.939, 3.458, -1.651)
C (1.794, 4.269, -1.446)
C (0.480, 3.848, -1.424)
C (-0.668, 4.512, -0.979)
C (-1.889, 3.924, -0.638)
C (-2.184, 2.603, -0.406)
C (-1.236, 1.478, -0.482)
N (-1.679, 0.173, -0.202)
C (-2.612, -0.204, 0.662)
N (-3.205, -1.410, 0.396)
C (-3.242, -2.461, 1.396)
C (-3.135, -1.929, -0.952)
N (-3.112, 0.518, 1.677)
C (-2.394, 1.580, 2.345)
C (-4.385, 0.219, 2.300)
C (0.776, 1.456, -1.060)
N (4.302, 0.609, 0.823)
C (3.693, 1.774, 1.425)
C (5.744, 0.576, 0.930)
H (4.492, -3.197, -1.019)
H (3.200, -2.123, -1.605)
H (2.865, -3.283, -0.311)
H (4.179, -3.049, 1.731)
H (4.767, -1.454, 2.191)
H (5.745, -2.491, 1.120)
H (4.146, 1.746, -1.519)
H (3.841, 4.008, -1.886)
H (1.970, 5.320, -1.284)
H (-0.579, 5.582, -0.869)
H (-2.703, 4.618, -0.485)
H (-3.205, 2.327, -0.202)
H (-3.185, -2.059, 2.399)
H (-2.390, -3.136, 1.258)
H (-4.160, -3.041, 1.283)
H (-3.183, -1.108, -1.663)
H (-3.984, -2.596, -1.105)
H (-2.212, -2.488, -1.134)
H (-1.349, 1.582, 2.051)
H (-2.449, 1.413, 3.421)
H (-2.845, 2.553, 2.132)
H (-4.993, -0.404, 1.651)
H (-4.904, 1.164, 2.479)
H (-4.249, -0.279, 3.261)
H (2.608, 1.704, 1.407)
H (3.995, 2.690, 0.911)
H (4.018, 1.843, 2.466)
H (6.153, -0.246, 0.350)
H (6.071, 0.489, 1.969)
H (6.141, 1.513, 0.529)
O (0.411, 2.528, -1.969)
C (-0.491, 1.388, -1.855)
O (0.124, 1.673, 0.145)
C (-1.166, 0.916, -3.066)
C (-1.173, -0.417, -3.447)
C (-2.023, -0.868, -4.457)
C (-2.866, 0.052, -5.040)
O (-3.814, -0.122, -5.992)
C (-4.398, 1.150, -6.215)
O (-3.735, 2.103, -5.404)
C (-2.831, 1.408, -4.673)
C (-1.992, 1.867, -3.693)
H (-0.524, -1.112, -2.931)
H (-2.029, -1.902, -4.758)
H (-5.467, 1.125, -5.948)
H (-4.294, 1.432, -7.273)
H (-1.974, 2.906, -3.413)
N (0.258, -2.881, -0.813)
C (0.045, -4.048, -0.732)
N (-0.015, -5.269, -0.740)
C (-0.782, -6.292, -0.650)
N (-1.431, -7.239, -0.568)
F (2.691, -0.486, 3.006)
C (1.619, -0.144, 3.740)
F (1.994, -0.232, 5.014)
F (1.379, 1.139, 3.475)
C (0.386, -1.024, 3.366)
O (-0.174, -0.626, 2.231)
C (0.869, -2.501, 3.287)
F (-0.158, -3.340, 3.206)
F (1.588, -2.676, 2.158)
F (1.644, -2.887, 4.295)
C (-0.637, -0.901, 4.541)
F (-1.864, -1.226, 4.130)
F (-0.711, 0.352, 4.991)
F (-0.349, -1.683, 5.578)

8.
Density functional theory data (ωB97M-V/def2-TZVPD) for a structure of composition C2H2LiO2Pt.

- Total charge: +2
- Orbital gap (alpha / beta): 8.79 / 8.05 eV
- Calculated total energy: -9628.7129 eV
- Lowest unoccupied orbital energy (alpha / beta): -10.15 / -11.62 eV
- E_HOMO (alpha / beta): -0.69602 / -0.72289 hartree
- Multiplicity: 4

Geometry (Å):
H (1.811, -0.857, -1.118)
O (-1.199, 0.924, 0.019)
C (-0.790, -0.187, 0.520)
C (0.410, -0.796, 0.397)
O (1.337, -0.206, -0.460)
Li (-3.009, 1.189, -0.425)
Pt (0.715, 1.612, 0.118)
H (0.724, -1.679, 0.950)